Density functional theory data (the ωB97M-V functional and the def2-TZVPD basis) for a 2-piece molecular cluster, C5H13N3O overall in a non-equilibrium geometry.

Geometry as XYZ:
```
22
Properties=species:S:1:pos:R:3:mulliken_charge:R:1
C -0.6692 -1.5905 -0.3750 -0.83
C 1.6999 -1.8525 0.5260 -1.36
C 0.7944 -1.2245 -0.4914 0.96
N -1.5585 -0.9655 -1.3360 -0.61
N 1.1406 -0.4036 -1.3914 -0.61
H -1.2452 -1.1909 -2.2750 0.29
H -1.4824 0.0430 -1.2539 0.22
H 2.1521 -0.3281 -1.4955 0.24
H -0.9996 -1.3402 0.6384 0.26
H -0.7594 -2.6791 -0.4662 0.45
H 2.7311 -1.8887 0.1762 0.40
H 1.3705 -2.8535 0.7994 0.34
H 1.6590 -1.2380 1.4280 0.26
C -1.5225 1.9988 1.1588 -1.20
C -0.1417 1.4887 0.9395 0.76
N 0.3493 2.2341 -0.1625 -0.47
O 0.5906 0.9832 1.7581 -0.59
H -0.1191 2.1491 -1.0559 0.25
H 1.3517 2.2214 -0.2857 0.23
H -2.2117 1.5614 0.4375 0.30
H -1.2710 2.9960 0.5442 0.38
H -1.8590 1.8793 2.1824 0.30
```

ΔE to the lowest compared entry with this formula, charge and spin = 179.9 kJ/mol
orbital gap = 10.37 eV
maximum force = 3.579 eV Å⁻¹
M = 131.18 g/mol
multiplicity = 1
E_LUMO = 0.90 eV
SMILES = [H]/N=C(\C)CN.CC(N)=O
total charge = 0